1.
C52H51Cl3N2O2S2Sb2SiY | ωB97M-V/def2-TZVPD

Results
Gap between HOMO and LUMO   6.578 eV
Total charge   -1
Energy relative to the best compared isomer or geometry (same formula, charge and spin)   2.8 kcal per mole
Max |F|   0.3 eV/A

Structure (XYZ):
```
116
Properties=species:S:1:pos:R:3:forces:R:3
Y -0.210350 -0.538218 0.357367 -0.1 0.0 -0.3
C 1.987887 -4.685212 0.958042 0.0 0.0 0.0
C 1.448789 -3.417935 0.349334 -0.1 0.0 -0.1
N 0.458431 -2.775887 0.884590 0.1 -0.1 0.0
N -0.143731 -3.401265 1.981514 0.0 0.0 0.0
C -1.388160 -3.110135 2.127860 0.0 0.2 0.1
S -2.407758 -2.065219 1.190129 0.0 0.0 0.0
S -2.212247 -3.806439 3.523943 0.0 0.0 0.0
C -0.900802 -4.802822 4.251826 0.0 -0.1 0.0
C -0.458871 -6.035205 3.491999 0.0 0.0 0.0
C -1.104315 -6.493600 2.351706 0.0 0.0 0.0
C -0.639217 -7.616132 1.680283 0.0 0.0 0.0
C 0.478148 -8.296688 2.138746 0.0 0.0 0.0
C 1.129433 -7.846694 3.279006 0.0 0.0 0.0
C 0.662015 -6.725495 3.947384 0.0 0.0 0.0
C 2.007056 -3.002691 -0.945667 0.0 0.0 0.0
C 3.232020 -3.548060 -1.369737 0.0 0.0 0.0
C 3.701277 -3.402545 -2.654382 0.0 0.0 0.0
C 2.905029 -2.736942 -3.588468 0.0 0.0 0.0
C 1.708328 -2.182520 -3.210605 0.0 0.0 0.0
C 1.253537 -2.231934 -1.875744 0.0 0.0 0.0
O 0.161204 -1.596390 -1.552100 0.0 0.0 0.1
H 1.910759 -5.506380 0.244622 0.0 0.0 0.0
H 3.045807 -4.553987 1.189005 0.0 0.0 0.0
H 1.455768 -4.946955 1.864067 0.0 0.0 0.0
H -0.041344 -4.154469 4.422451 0.0 0.0 0.0
H -1.295792 -5.092788 5.229620 0.0 0.0 0.0
H -1.961322 -5.950064 1.976178 0.0 0.0 0.0
H -1.148429 -7.951663 0.785526 0.0 0.0 0.0
H 0.843881 -9.166499 1.607873 0.0 0.0 0.0
H 2.008366 -8.363428 3.643961 0.0 0.0 0.0
H 1.184614 -6.367753 4.828071 0.0 0.0 0.0
H 3.832503 -4.103511 -0.662804 0.0 0.0 0.0
H 4.662837 -3.808986 -2.936823 0.0 0.0 0.0
H 3.242182 -2.636023 -4.613187 0.0 0.0 0.0
H 1.092709 -1.644189 -3.920805 0.0 0.0 0.0
Cl 1.784143 3.104191 6.874715 0.0 0.0 0.0
C 1.138085 2.536944 5.355881 0.0 0.0 0.0
C 1.092695 1.178538 5.099406 0.0 0.0 0.0
C 0.610765 0.765497 3.875435 0.0 0.0 -0.1
Cl 0.546037 -0.926044 3.477962 0.1 0.0 0.1
C 0.172124 1.640359 2.861736 0.0 -0.1 0.0
O -0.233924 1.192345 1.716438 -0.1 0.1 0.1
C 0.214723 3.006250 3.202680 0.0 0.0 0.0
Cl -0.345578 4.165152 2.044166 0.0 0.0 0.0
C 0.697918 3.453178 4.418341 0.0 0.0 0.0
H 1.436889 0.459650 5.828985 0.0 0.0 0.0
H 0.740767 4.513511 4.621777 0.0 0.0 0.0
C -4.617308 0.654557 2.668919 0.0 0.0 0.0
Sb -3.564179 1.646876 1.083474 0.0 0.0 0.0
C -3.842414 3.607281 1.921290 0.0 0.0 0.0
C -5.299397 1.834899 -0.233612 0.0 0.0 0.0
C -4.948133 2.653915 -1.433555 0.0 0.0 0.0
C -5.104727 4.040295 -1.372677 0.0 0.0 0.0
C -4.756837 4.865926 -2.429119 0.0 0.0 0.0
C -4.241431 4.306576 -3.588898 0.0 0.0 0.0
C -4.084352 2.933625 -3.668357 0.0 0.0 0.0
C -4.425006 2.087248 -2.612452 0.0 0.0 0.0
C -4.227596 0.614208 -2.782016 0.0 0.0 0.0
Sb -2.258607 -0.145767 -2.232912 0.1 0.0 0.0
C -1.221381 0.684119 -3.902814 0.0 0.0 0.0
C -2.648555 -2.079757 -3.049585 0.0 0.0 0.0
H -5.553951 1.169609 2.885147 0.0 0.0 0.0
H -3.984381 0.658652 3.556465 0.0 0.0 0.0
H -4.805506 -0.381843 2.394512 0.0 0.0 0.0
H -4.893937 3.749512 2.175013 0.0 0.0 0.0
H -3.522582 4.371129 1.214172 0.0 0.0 0.0
H -3.231814 3.698332 2.818204 0.0 0.0 0.0
H -6.082811 2.316148 0.353496 0.0 0.0 0.0
H -5.633733 0.830450 -0.489028 0.0 0.0 0.0
H -5.514145 4.474211 -0.467398 0.0 0.0 0.0
H -4.890326 5.937251 -2.346635 0.0 0.0 0.0
H -3.962916 4.933527 -4.426568 0.0 0.0 0.0
H -3.682496 2.493748 -4.574573 0.0 0.0 0.0
H -4.337650 0.338160 -3.832300 0.0 0.0 0.0
H -4.948882 0.029837 -2.211299 0.0 0.0 0.0
H -1.702247 0.386935 -4.835440 0.0 0.0 0.0
H -0.196715 0.316464 -3.877963 0.0 0.0 0.0
H -1.200657 1.770383 -3.815003 0.0 0.0 0.0
H -3.020180 -1.989308 -4.070789 0.0 0.0 0.0
H -3.386581 -2.590869 -2.432134 0.0 0.0 0.0
H -1.720633 -2.646974 -3.031946 0.0 0.0 0.0
C -0.627206 4.521467 -2.919573 0.0 0.0 0.0
C -1.114206 3.841846 -1.810644 0.0 0.0 0.0
C -0.306418 2.921640 -1.157127 0.0 0.0 0.0
C 1.003224 2.643665 -1.572353 0.0 0.0 0.0
C 1.470309 3.357555 -2.679669 0.0 0.0 0.0
C 0.670903 4.279312 -3.347185 0.0 0.0 0.0
Si 1.994970 1.288334 -0.626191 -0.1 0.0 0.0
C 3.481127 0.948289 -1.782814 0.0 0.0 0.1
C 3.297579 0.665420 -3.139108 0.0 0.0 0.0
C 4.360839 0.373549 -3.980775 0.0 0.0 0.0
C 5.654499 0.334492 -3.480193 0.0 0.0 0.0
C 5.866240 0.596790 -2.133872 0.0 0.0 0.0
C 4.795237 0.903469 -1.304471 0.0 0.0 0.0
C 2.801575 2.234149 0.827912 0.0 0.0 0.0
C 2.893947 3.626024 0.890186 0.0 0.0 0.0
C 3.469684 4.269216 1.978752 0.0 0.0 0.0
C 3.981439 3.530714 3.036689 0.0 0.0 0.0
C 3.907501 2.144855 2.998925 0.0 0.0 0.0
C 3.317135 1.515307 1.911401 0.0 0.0 0.0
H -1.255788 5.232505 -3.442237 0.0 0.0 0.0
H -2.127386 4.021931 -1.464646 0.0 0.0 0.0
H -0.702273 2.424532 -0.276901 0.0 0.0 0.0
H 2.481524 3.191935 -3.033548 0.0 0.0 0.0
H 1.065620 4.810857 -4.205928 0.0 0.0 0.0
H 2.293436 0.675932 -3.551946 0.0 0.0 0.0
H 4.178172 0.167130 -5.029630 0.0 0.0 0.0
H 6.487916 0.100981 -4.132015 0.0 0.0 0.0
H 6.871238 0.570273 -1.728420 0.0 0.0 0.0
H 4.988564 1.122697 -0.260399 0.0 0.0 0.0
H 2.494327 4.221342 0.076355 0.0 0.0 0.0
H 3.511744 5.352233 2.005342 0.0 0.0 0.0
H 4.420407 4.030460 3.892189 0.0 0.0 0.0
H 4.290599 1.557438 3.825382 0.0 0.0 0.0
H 3.240673 0.429416 1.910614 0.0 0.0 0.0
```
Forces are in eV/Å.

=====

2.
C6H15NO | ωB97M-V/def2-TZVPD

Results
Gap between HOMO and LUMO   10.348 eV
Total charge   0
Energy relative to the best compared isomer or geometry (same formula, charge and spin)   44.6 kcal per mole
Max |F|   2.8 eV/A
Structure (SMILES)   CC(C)(N)O.C=CC

Structure (XYZ):
```
23
Properties=species:S:1:pos:R:3:forces:R:3
C 1.367356 0.437140 0.214248 -0.5 -2.3 1.5
C 1.465105 -0.350370 -1.085678 0.1 0.4 0.1
C 1.125857 -0.653262 1.469704 1.9 1.3 -1.4
N 2.582385 1.115043 0.494784 0.5 -0.6 0.1
O 0.332477 1.378395 0.187845 -0.7 0.4 -0.1
H -0.478490 0.992899 -0.179637 0.3 0.0 0.0
H 2.527444 1.650681 1.350704 0.1 0.3 -0.4
H 2.983394 1.590634 -0.303951 -0.3 0.3 0.3
H 2.349977 -0.980096 -1.064381 0.0 -0.2 0.0
H 0.573083 -0.954344 -1.228438 0.0 -0.1 0.0
H 1.550793 0.340303 -1.924084 0.0 0.1 -0.1
H 0.889018 -0.056528 2.347843 -0.5 -0.3 0.1
H 0.543739 -1.559316 1.306156 -0.6 0.6 -0.2
H 2.114434 -1.084440 1.632546 0.2 0.2 0.1
C -2.198223 -0.766568 0.622665 1.0 0.1 1.0
C -2.144967 -0.473902 -0.828610 0.3 0.4 -0.3
C -2.309310 0.728587 -1.380098 -0.3 -0.5 0.1
H -1.869827 -1.310733 -1.459371 0.0 0.0 -0.2
H -2.552240 0.090674 1.196620 -0.1 0.1 -0.1
H -1.161532 -0.997332 1.047585 -1.7 0.1 -0.8
H -2.861813 -1.601045 0.819801 0.0 -0.3 0.1
H -2.202835 0.883885 -2.440435 0.0 0.0 -0.2
H -2.625823 1.579694 -0.795821 0.1 0.1 0.2
```
Forces are in eV/Å.

=====

3.
C14H9F3N3O2S | ωB97M-V/def2-TZVPD

Results
Gap between HOMO and LUMO   6.020 eV
Total charge   -1
Energy relative to the best compared isomer or geometry (same formula, charge and spin)   61.4 kcal per mole
Max |F|   4.4 eV/A

Structure (XYZ):
```
32
Properties=species:S:1:pos:R:3:forces:R:3
F -0.798800 1.891259 -5.864424 -0.3 0.3 1.4
C -1.191580 2.031833 -4.548175 0.3 0.3 -0.9
F -1.298579 3.385118 -4.284082 0.2 -2.1 -0.4
F -2.436427 1.485580 -4.457117 1.9 0.7 -0.1
S 0.144480 1.211521 -3.408571 -3.9 1.8 -0.7
N -1.259224 1.520423 -2.181916 1.5 0.2 -0.8
C -1.550600 0.140811 -1.828412 -0.3 -1.1 0.3
O -2.275878 -0.615906 -2.426554 0.3 1.2 0.2
C -0.712605 -0.231769 -0.647382 -0.2 -0.2 0.4
C 0.253740 0.922883 -0.444434 -0.1 0.8 0.3
C -0.463236 2.097329 -1.079890 0.9 0.5 0.9
O -0.388285 3.271358 -0.765437 -0.6 -2.0 -1.1
H -1.336794 -0.333528 0.236777 -0.3 -0.1 0.1
H -0.291556 -1.231066 -0.833683 0.0 0.5 0.1
H 0.473942 1.178312 0.601842 -0.2 -0.2 -0.6
H 1.227976 0.649159 -0.898182 -0.6 0.7 -0.1
C 1.764917 -1.032121 0.299364 1.0 -1.4 3.7
C 1.857948 -2.294887 -0.320337 1.0 -2.8 -1.3
N 2.006801 -3.352068 -0.826374 -0.7 2.3 0.9
C 0.956634 -1.097922 1.621646 0.6 -0.2 -0.4
C 0.971144 0.068023 2.396879 -1.3 0.3 0.0
C -0.099491 0.344312 3.239647 0.6 0.2 1.4
C -0.931319 -0.666464 3.708520 -0.8 -0.1 -0.6
C -0.807488 -1.915763 3.112520 0.6 -0.6 0.2
C 0.177048 -2.172555 2.144888 0.0 0.3 -0.6
C 3.080348 -0.576361 0.719520 2.0 -0.6 -0.2
N 4.192573 -0.407131 1.061558 -2.1 0.3 -0.7
H 1.729956 0.828664 2.279711 -0.1 0.1 -0.5
H -0.227208 1.360307 3.629020 0.3 -0.4 0.1
H -1.681679 -0.511213 4.495288 0.2 0.2 -0.6
H -1.472928 -2.729573 3.413090 0.4 0.1 0.1
H 0.386170 -3.218564 1.854700 -0.4 0.8 -0.4
```
Forces are in eV/Å.

=====

4.
C17H16Cl3F2N2O2OsPS2 | ωB97M-V/def2-TZVPD

Results
Gap between HOMO and LUMO (alpha / beta)   7.009 / 6.425 eV
Total charge   +1
Energy relative to the best compared isomer or geometry (same formula, charge and spin)   0.0 kcal per mole
Max |F|   0.8 eV/A
Multiplicity   2

Structure (XYZ):
```
46
Properties=species:S:1:pos:R:3:forces:R:3
Os 0.013907 1.241620 0.010687 -0.2 -0.4 -0.2
F -1.970249 0.845286 5.013060 0.0 0.0 0.0
C -0.894263 0.864198 4.221216 0.0 -0.1 0.0
C -1.073730 0.939954 2.852098 0.1 0.0 0.1
C 0.046780 0.985393 2.028627 0.0 0.6 0.2
C 1.333341 0.891253 2.598347 0.2 0.0 -0.3
C 1.449213 0.823361 3.981587 -0.1 -0.1 0.2
F 2.660154 0.764968 4.560918 0.0 0.0 0.0
C 0.352329 0.808915 4.815368 0.1 0.0 0.0
C 2.439159 0.878205 1.633595 -0.3 0.0 0.3
C 3.795701 0.883618 1.934490 0.2 0.0 -0.1
C 4.725643 0.940570 0.911634 -0.1 0.0 0.1
C 4.296570 0.996804 -0.406817 -0.1 -0.1 -0.1
C 2.943598 0.978541 -0.654041 0.1 -0.1 -0.1
N 2.030528 0.896799 0.332294 -0.3 0.2 0.1
H -2.081402 0.960354 2.455844 0.0 0.1 0.0
H 0.467543 0.747182 5.887661 0.0 0.0 0.0
H 4.111594 0.865962 2.963656 0.0 0.0 0.0
H 5.782324 0.952955 1.143612 0.0 0.0 0.0
H 4.991931 1.040328 -1.232116 0.0 0.0 0.0
H 2.549411 1.015856 -1.659915 0.0 0.0 0.0
C -4.323258 -2.034829 -2.556786 0.0 0.0 0.0
C -2.864291 -2.380773 -2.698687 0.0 0.0 0.0
O -2.105582 -1.137503 -2.842245 -0.1 0.0 0.1
P -0.821095 -0.855147 -1.997142 0.0 -0.2 -0.8
S -0.048512 0.898254 -2.484856 0.3 0.3 -0.3
S -1.127982 -0.730416 0.002680 0.0 -0.3 0.4
O 0.056113 -2.120469 -2.346783 -0.1 0.0 0.1
C 1.318684 -2.436192 -1.715463 0.1 0.0 0.1
C 1.891251 -3.647396 -2.405937 0.0 0.0 0.0
H -4.906523 -2.953008 -2.482542 0.0 0.0 0.0
H -4.670037 -1.471904 -3.422139 0.0 0.0 0.0
H -4.494656 -1.441432 -1.658958 0.0 0.0 0.0
H -2.660910 -2.964679 -3.593264 0.0 0.0 0.0
H -2.494246 -2.932380 -1.832562 0.0 0.0 0.0
H 1.133834 -2.617267 -0.655279 0.0 0.0 0.0
H 1.978855 -1.574919 -1.815731 0.0 0.1 0.0
H 1.235933 -4.508738 -2.283507 0.0 0.0 0.0
H 2.863484 -3.886316 -1.974643 0.0 0.0 0.0
H 2.019366 -3.455904 -3.470570 0.0 0.0 0.0
Cl -3.442009 4.968318 -1.744608 0.0 0.0 -0.1
C -3.620924 4.113635 -0.216387 0.3 -0.2 0.0
Cl -5.172870 3.293465 -0.123695 -0.1 0.0 0.0
Cl -3.387496 5.196532 1.153535 0.0 0.0 0.0
C -2.561798 3.087366 -0.144454 -0.4 0.0 0.0
N -1.765429 2.269584 -0.081763 0.5 0.1 0.1
```
Forces are in eV/Å.

=====

5.
C41H29Cl2NNiO2S4 | ωB97M-V/def2-TZVPD

Results
Gap between HOMO and LUMO (alpha / beta)   7.668 / 6.927 eV
Total charge   0
Max |F|   0.7 eV/A
Multiplicity   3

Structure (XYZ):
```
80
Properties=species:S:1:pos:R:3:forces:R:3
Ni 1.966837 0.362951 -0.607172 -0.2 0.3 -0.3
C 4.444160 -4.854600 2.888173 0.1 0.0 0.0
C 3.388899 -4.101620 2.132433 -0.1 0.1 0.0
C 2.814670 -2.955813 2.688975 0.0 0.0 0.1
C 1.879647 -2.217503 1.993408 0.0 0.0 0.0
C 1.497652 -2.641865 0.725490 0.0 -0.1 -0.1
C 2.032585 -3.779929 0.153653 0.1 0.0 0.1
C 2.976878 -4.506172 0.870991 0.0 0.0 -0.1
S 0.495517 -1.618549 -0.328414 0.2 0.4 0.0
O 0.254321 -2.319061 -1.594685 0.0 -0.1 0.0
C -1.028834 -1.470734 0.604264 -0.1 -0.2 0.1
C -1.235247 -2.183052 1.808938 0.0 0.0 0.0
C -2.389583 -2.012975 2.510852 0.0 0.0 0.0
C -3.393500 -1.129378 2.050553 0.0 0.0 0.1
C -4.590613 -0.922049 2.780935 0.0 0.0 0.0
C -5.549576 -0.073069 2.315668 0.0 0.0 0.0
C -5.360400 0.610105 1.093153 0.0 0.0 0.0
C -4.220720 0.425619 0.368021 0.0 0.0 0.0
C -3.203071 -0.450336 0.829915 0.0 0.1 -0.1
C -1.995707 -0.642184 0.097506 -0.1 0.1 0.1
C -1.881447 -0.027950 -1.254963 0.1 -0.1 -0.2
C -2.542694 -0.706731 -2.334624 0.0 0.0 0.1
C -3.254744 -1.914289 -2.133251 0.0 0.0 0.0
C -3.853508 -2.552752 -3.181784 0.0 0.0 0.0
C -3.771034 -2.022435 -4.484828 0.0 0.0 0.0
C -3.084845 -0.863958 -4.706885 0.0 0.0 0.0
C -2.456333 -0.183293 -3.639543 0.0 0.1 -0.1
C -1.713855 1.003651 -3.869631 0.0 0.0 0.0
C -1.088984 1.639280 -2.847184 -0.1 -0.1 0.0
C -1.186114 1.116445 -1.532910 0.0 0.2 -0.1
S -0.150060 1.876332 -0.289939 0.2 -0.6 0.4
O -0.655678 1.573453 1.072583 -0.1 0.2 -0.2
C -0.402876 3.597519 -0.623919 0.0 0.0 0.0
C -1.477554 4.229998 -0.018710 0.1 0.0 -0.1
C -1.673284 5.579195 -0.262293 0.0 0.0 0.0
C -0.810930 6.295269 -1.089544 0.0 0.0 0.0
C -1.022091 7.761262 -1.337520 0.0 0.1 0.0
C 0.269546 5.632783 -1.667065 0.0 0.0 0.0
C 0.486738 4.284841 -1.433216 0.0 0.1 0.0
H 5.256669 -4.184967 3.175119 0.0 0.0 0.0
H 4.868055 -5.654556 2.283641 0.0 0.0 0.0
H 4.037893 -5.293767 3.800853 0.0 0.0 0.0
H 3.135519 -2.622442 3.669442 0.0 0.0 0.0
H 1.456158 -1.320127 2.428793 0.0 0.0 0.0
H 1.741979 -4.061989 -0.848944 0.0 0.0 0.0
H 3.418401 -5.387698 0.422740 0.0 0.0 0.0
H -0.484882 -2.870697 2.166006 0.0 0.0 0.0
H -2.553056 -2.561331 3.430201 0.0 0.0 0.0
H -4.727389 -1.450986 3.715986 0.0 0.0 0.0
H -6.460042 0.080568 2.879765 0.0 0.0 0.0
H -6.127718 1.281257 0.730675 0.0 0.0 0.0
H -4.082053 0.947906 -0.569046 0.0 0.0 0.0
H -3.312288 -2.343918 -1.142686 0.0 0.0 0.0
H -4.385313 -3.479482 -3.011272 0.0 0.0 0.0
H -4.242445 -2.542282 -5.308413 0.0 0.0 0.0
H -2.996113 -0.455413 -5.705498 0.0 0.0 0.0
H -1.621739 1.379416 -4.879753 0.0 0.0 0.0
H -0.493843 2.518771 -3.039976 0.0 0.0 0.0
H -2.130890 3.671083 0.638286 0.0 0.0 0.0
H -2.510403 6.088041 0.199444 0.0 0.0 0.0
H -1.992722 8.089670 -0.969267 0.0 0.0 0.0
H -0.966598 7.991762 -2.401796 0.0 0.0 0.0
H -0.255181 8.353685 -0.835039 0.0 0.0 0.0
H 0.954493 6.180177 -2.302789 0.0 0.0 0.0
H 1.336760 3.776994 -1.873599 0.0 0.0 0.0
Cl 2.601347 1.264165 1.585255 0.1 -0.2 0.0
C 4.002162 0.248475 1.961296 -0.4 0.3 0.0
C 4.449723 0.323966 3.266115 0.2 -0.2 0.0
C 5.512021 -0.480829 3.645012 0.0 0.0 -0.1
C 6.084761 -1.329560 2.707485 0.0 0.1 0.0
C 5.600471 -1.368463 1.413688 0.1 -0.2 -0.1
Cl 6.352295 -2.477883 0.308601 0.0 0.0 0.1
C 4.527315 -0.577153 0.968344 0.1 0.0 0.2
S 3.952725 -0.658461 -0.669505 0.1 -0.1 0.0
H 3.972789 0.993947 3.966357 0.0 0.0 0.0
H 5.892220 -0.450347 4.656200 0.0 0.0 0.0
H 6.913972 -1.970538 2.971911 0.0 0.0 0.0
S 1.341138 -0.349274 -5.074157 0.0 0.1 0.1
C 1.611784 0.201699 -3.586879 0.0 0.0 -0.3
N 1.807885 0.662173 -2.520055 -0.1 -0.2 0.2
```
Forces are in eV/Å.

=====

6.
C5H6FN | ωB97M-V/def2-TZVPD

Results
Gap between HOMO and LUMO   9.129 eV
Total charge   0
Energy relative to the best compared isomer or geometry (same formula, charge and spin)   0.0 kcal per mole
Max |F|   0.7 eV/A
Structure (SMILES)   Cc1cc[nH]c1F

Structure (XYZ):
```
13
Properties=species:S:1:pos:R:3:forces:R:3
C -1.948624 -0.232054 0.000325 0.0 0.0 0.2
C -0.455527 -0.073549 -0.003635 -0.1 0.3 0.0
C 0.541647 -1.093930 -0.013127 0.1 -0.6 0.1
C 1.777908 -0.517281 -0.002970 0.6 0.1 0.0
C 0.254336 1.097662 -0.007564 0.0 -0.5 0.1
H -2.249631 -1.277492 0.009216 0.2 -0.1 0.0
H -2.420976 0.221313 0.879053 0.2 0.1 -0.1
H -2.389571 0.212873 -0.884789 -0.1 0.1 -0.1
H 0.371111 -2.167201 -0.002733 -0.1 0.3 0.0
H 2.785423 -0.942733 0.016017 -0.6 0.2 0.0
H 2.306961 1.560744 0.016946 -0.2 -0.2 0.0
N 1.590868 0.848308 -0.000865 0.2 0.3 0.0
F -0.163923 2.363341 -0.005869 -0.1 0.1 0.0
```
Forces are in eV/Å.

=====

- The highest total charge belongs to which entry?
  C17H16Cl3F2N2O2OsPS2